# C17H25NO4

An isolated molecule of C17H25NO4 (wB97M-V/def2-TZVPD, the OMol25 dataset).

Last column: Mulliken charge in e.
Element x y z (Å)
1 C 3.79 0.07 2.67  -1.018
2 N 2.39 -0.35 2.66  0.218
3 C 2.04 -1.45 1.74  -1.045
4 C 1.46 0.50 3.17  -0.344
5 C 0.04 0.22 2.98  0.804
6 C -0.51 -1.07 3.06  -0.229
7 C -1.83 -1.35 2.70  -0.955
8 C -2.66 -0.34 2.21  0.987
9 C -4.16 -0.61 1.98  -1.423
10 C -2.13 0.96 2.10  -0.927
11 C -0.80 1.23 2.46  -0.396
12 H 4.39 -0.73 2.22  0.372
13 H 3.94 0.96 2.05  0.322
14 H 4.14 0.27 3.69  0.262
15 H 2.95 -1.64 1.18  0.368
16 H 1.79 -2.36 2.29  0.289
17 H 1.27 -1.18 1.03  0.385
18 H 1.85 1.58 3.08  -0.058
19 H 0.11 -1.92 3.41  0.341
20 H -2.25 -2.36 2.81  0.327
21 H -4.65 0.28 1.58  0.343
22 H -4.28 -1.41 1.25  0.343
23 H -4.70 -0.92 2.88  0.294
24 H -2.79 1.75 1.72  0.245
25 H -0.42 2.23 2.27  0.432
26 H 2.81 1.56 4.81  1.040
27 C 1.81 1.25 4.49  1.086
28 C 0.92 2.53 4.75  -0.547
29 O -0.21 2.63 5.17  -0.545
30 O 1.67 3.66 4.59  -0.327
31 C 0.87 4.91 4.51  -0.149
32 C 1.75 6.03 4.05  -1.215
33 C 1.44 0.16 5.53  -0.147
34 O 0.33 -0.14 5.90  -0.568
35 O 2.55 -0.32 6.19  -0.355
36 C 2.25 -1.48 7.06  -0.169
37 C 3.53 -2.21 7.36  -1.189
38 H 0.07 4.74 3.80  0.292
39 H 0.46 5.11 5.50  0.289
40 H 1.13 6.92 3.89  0.384
41 H 2.52 6.30 4.80  0.304
42 H 2.25 5.83 3.08  0.310
43 H 1.79 -1.12 7.97  0.294
44 H 1.57 -2.14 6.53  0.294
45 H 3.30 -3.11 7.94  0.389
46 H 4.07 -2.54 6.46  0.290
47 H 4.22 -1.60 7.98  0.299

Computed properties:
Spin multiplicity = 1
Strongest force on any atom = 0.1380 Eh/bohr
Relative energy (zero: lowest compared OMol25 entry of this formula, charge and spin) = 467.1 kJ/mol
Charge = 0
HOMO-LUMO gap = 0.290 Eh